The following is a quantum chemistry calculation of a cluster of 2 separate species, C2H4ClO4P in total at a distorted geometry, from the Open Molecules 2025 dataset.

The net charge is -2. The calculation puts the energy at -1181.2910 a.u. The energy above the lowest of the compared OMol25 structures with the same formula, charge and spin is 62.1 kJ/mol.

XYZ file:
```
12
Properties=species:S:1:pos:R:3:forces:R:3:lowdin_charge:R:1
C -0.180862 -0.056787 0.519818 -2.477 -3.524 -3.194 -0.14
C -1.611800 -0.132477 -0.054604 2.018 2.678 0.265 -0.33
O -0.088073 -2.227142 -1.173918 -0.443 -1.126 0.837 -0.18
O 1.731824 -1.976703 0.667564 0.625 -0.188 -0.433 -0.38
O -0.647430 -2.687695 1.324143 -0.219 0.049 -0.790 -0.38
O -2.019649 0.592957 -0.935730 0.138 0.242 -0.816 -0.02
P 0.274891 -1.951714 0.409118 0.112 0.839 1.240 0.22
Cl 4.274688 10.292951 -0.952525 0.029 0.075 -0.008 -1.00
H -0.123534 -0.069389 1.535181 0.092 0.676 2.922 0.03
H 0.557175 0.454483 -0.047069 0.252 0.926 -0.270 0.07
H -2.327552 -0.800717 0.329326 -0.535 -1.554 1.164 0.09
H 0.160321 -1.437768 -1.621304 0.410 0.906 -0.918 0.03
```
Positions in Å, forces in eV/Å.


The following is a quantum chemistry calculation of the molecule C21H24N4O3S at a distorted geometry, from the Open Molecules 2025 dataset.

The net charge is 0. As for the SMILES: CC(C)OCCCN1CN(S(=O)(=O)c2ccccc2)c2nc3ccccc3nc21. The calculation puts the energy at -1657.5587 a.u. The energy above the lowest of the compared OMol25 structures with the same formula, charge and spin is 180.4 kJ/mol.

XYZ file:
```
53
Properties=species:S:1:pos:R:3:forces:R:3:lowdin_charge:R:1
C 0.572073 3.571249 1.938461 0.484 -0.122 -0.060 -0.05
C 2.053871 3.637538 2.309614 -0.214 0.375 0.054 -0.45
C 2.289875 4.599866 3.470178 0.121 -0.329 -0.361 -0.05
O 2.529225 2.359494 2.715944 -0.104 -0.067 0.217 -0.13
C 3.019825 1.545391 1.678146 0.282 -0.185 -0.076 -0.22
C 3.087381 0.113688 2.203266 -0.317 0.328 -0.099 -0.13
C 1.701948 -0.541006 2.202083 0.286 0.103 0.233 -0.13
N 1.277679 -0.931809 0.884471 -0.075 -0.072 -0.391 -0.03
C 1.802849 -2.100116 0.212593 0.913 -0.771 0.575 -0.12
N 1.086110 -2.163062 -1.045861 -0.186 -0.778 -0.465 -0.08
S 0.777744 -3.662840 -1.812492 0.121 0.108 0.228 0.72
O 1.386147 -3.647598 -3.101850 -0.362 0.275 -0.097 -0.26
O 1.216933 -4.642241 -0.861401 -0.218 0.088 0.154 -0.28
C -0.997075 -3.653125 -1.943846 0.632 -0.172 -0.060 -0.30
C -1.582390 -3.261449 -3.130376 -0.052 -0.151 -0.188 -0.07
C -2.963414 -3.184238 -3.197621 0.078 -0.059 -0.028 -0.06
C -3.728112 -3.487856 -2.081758 0.006 0.013 -0.005 -0.06
C -3.123481 -3.881727 -0.898081 0.064 0.020 0.074 -0.06
C -1.742291 -3.963427 -0.825018 -0.032 -0.081 0.178 -0.05
C 0.211668 -1.109989 -1.101843 -0.978 0.888 -0.693 -0.24
N -0.633206 -0.841418 -2.037623 0.885 -0.089 0.370 0.20
C -1.400873 0.277707 -1.806940 -0.234 0.381 0.282 -0.20
C -2.345178 0.648614 -2.769205 -0.022 0.125 0.093 -0.03
C -3.140874 1.750417 -2.567891 -0.045 -0.062 -0.159 -0.09
C -3.015107 2.506137 -1.400858 0.005 0.084 0.102 -0.09
C -2.095591 2.161304 -0.440297 -0.040 -0.028 -0.120 -0.03
C -1.270091 1.044469 -0.621695 -0.236 -0.078 -0.427 -0.21
N -0.368611 0.718627 0.362488 0.659 -0.663 0.218 0.19
C 0.350081 -0.333129 0.108059 -0.662 0.524 0.012 -0.22
H 0.389160 2.763753 1.232742 -0.041 0.035 -0.016 0.03
H -0.018875 3.380686 2.831144 -0.099 -0.030 0.117 0.09
H 0.253588 4.510913 1.494737 -0.076 0.137 -0.044 0.08
H 2.635865 3.974649 1.437057 -0.038 -0.063 0.093 0.14
H 3.350263 4.658358 3.700906 0.099 0.046 0.048 0.08
H 1.764865 4.240427 4.350846 -0.095 -0.017 0.119 0.08
H 1.924981 5.590737 3.214786 -0.053 0.124 0.009 0.08
H 4.022544 1.891262 1.376360 -0.169 -0.036 -0.004 0.13
H 2.365323 1.588369 0.797318 0.017 0.037 -0.011 0.12
H 3.780403 -0.473316 1.600219 0.074 -0.047 0.021 0.11
H 3.460928 0.151475 3.226469 0.110 -0.048 0.013 0.12
H 0.969321 0.174404 2.580158 -0.024 -0.107 0.062 0.13
H 1.707183 -1.430631 2.841183 -0.100 0.077 0.003 0.13
H 2.882545 -2.007222 0.017249 -0.168 -0.025 0.124 0.14
H 1.637230 -3.021806 0.791444 0.073 0.219 -0.027 0.13
H -0.947912 -3.021731 -3.967120 -0.012 0.080 -0.141 0.12
H -3.443340 -2.879072 -4.114694 -0.022 0.027 -0.089 0.11
H -4.804352 -3.416745 -2.133409 -0.086 0.005 -0.010 0.11
H -3.724842 -4.118932 -0.033701 -0.032 -0.031 0.065 0.11
H -1.237013 -4.271571 0.077151 -0.018 -0.047 0.152 0.12
H -2.420556 0.047672 -3.661820 -0.018 -0.070 -0.114 0.11
H -3.868007 2.035794 -3.313630 -0.052 0.012 -0.067 0.10
H -3.647649 3.369165 -1.253688 -0.047 0.068 0.023 0.10
H -1.988770 2.733889 0.467647 0.018 0.053 0.112 0.10
```
Positions in Å, forces in eV/Å.


The following is a quantum chemistry calculation of a structure of composition CCsLiO2, from the Open Molecules 2025 dataset.

The net charge is +1. The calculation puts the energy at -215.9928 a.u. Its multiplicity is 2. The energy above the lowest of the compared OMol25 structures with the same formula, charge and spin is 17.4 kJ/mol.

XYZ file:
```
5
Properties=species:S:1:pos:R:3:forces:R:3:lowdin_charge:R:1
O 3.978262 0.077906 -0.117429 -0.768 0.022 -0.001 0.11
C 2.856664 0.036356 -0.078012 0.662 -0.065 0.027 0.02
O -1.289813 -0.043331 0.039809 0.476 -0.088 0.046 -0.75
Cs -6.067849 0.154675 0.046795 0.284 -0.008 -0.004 0.98
Li 0.522737 -0.225604 0.108836 -0.654 0.140 -0.068 0.64
```
Positions in Å, forces in eV/Å.